The following is a DFT calculation (ωB97M-V/def2-TZVPD) of a structure of composition C17H12CuNO5S.

Each line ends with the Löwdin charge.
CARTESIAN COORDINATES (ANGSTROEM)
O1 3.97 -2.73 -2.95  0.010
C1 4.48 -1.80 -2.52  0.005
Cu1 2.12 1.60 0.31  0.179
C2 1.87 3.03 1.42  -0.001
O2 1.38 3.76 2.17  0.184
C3 4.37 2.33 -0.60  -0.240
O3 5.03 3.29 -0.21  0.115
C4 3.00 2.50 -1.21  -0.230
O4 2.57 2.87 -2.25  0.198
C5 3.45 0.19 1.64  0.052
O5 3.41 -0.73 2.31  0.137
H1 4.60 1.23 -0.59  0.129
N1 1.05 -0.04 0.14  -0.386
S1 -0.28 0.25 -0.76  1.099
C6 -0.79 -1.44 -1.00  -0.408
C7 0.15 -2.47 -0.89  -0.078
C8 -0.26 -3.79 -1.07  -0.054
C9 -1.59 -4.08 -1.39  -0.052
C10 -2.52 -3.04 -1.53  -0.053
C11 -2.12 -1.72 -1.34  -0.085
C12 -1.49 0.91 0.37  -0.407
C13 -2.12 0.10 1.32  -0.073
C14 -3.06 0.66 2.19  -0.046
C15 -3.34 2.03 2.14  -0.044
C16 -2.65 2.85 1.23  -0.056
C17 -1.71 2.29 0.36  -0.090
H2 0.68 -0.30 1.07  0.037
H3 1.18 -2.23 -0.62  0.096
H4 0.47 -4.59 -0.94  0.116
H5 -1.92 -5.12 -1.52  0.117
H6 -3.57 -3.25 -1.76  0.117
H7 -2.82 -0.89 -1.43  0.119
H8 -1.90 -0.97 1.35  0.121
H9 -3.57 0.02 2.91  0.119
H10 -4.08 2.48 2.82  0.121
H11 -2.84 3.92 1.19  0.119
H12 -1.16 2.90 -0.35  0.112

Calculated values
Charge: +1
Spin multiplicity: 2
HOMO level (alpha / beta): -0.45093 / -0.46179 Ha
Gap between HOMO and LUMO (alpha / beta): 8.58 / 7.33 eV
ΔE to the lowest compared entry with this formula, charge and spin: 0.0 kJ/mol
Energy: -85015.7971 eV